Entry 1:
Entry from OMol25: a molecular structure, C37H46Cl3IrN4O2SSi at a distorted geometry (wB97M-V/def2-TZVPD).

Geometry as XYZ:
```
95
Properties=species:S:1:pos:R:3:mulliken_charge:R:1
C 7.133 -0.078 -0.314 -2.222
H -1.734 0.040 2.696 0.556
H 0.615 -1.695 7.953 0.482
C 0.006 5.568 1.373 -1.686
C 1.684 9.444 0.708 -0.479
H 0.900 1.880 6.883 0.109
H -4.176 -0.948 -2.469 0.344
N 0.154 4.416 0.519 0.561
H -0.573 4.530 3.174 0.511
C 0.878 8.313 2.558 0.044
H -0.658 -1.551 6.755 0.362
C 0.386 0.956 7.137 -1.318
H 7.762 1.214 1.931 0.509
H 4.260 0.104 2.777 0.269
N 0.253 0.033 2.212 -0.927
C 2.653 4.617 2.372 -0.342
H -5.460 -1.596 0.828 0.356
C -0.731 0.004 3.101 -1.088
C 1.052 -0.233 6.425 1.900
C 2.532 -0.233 6.802 -2.020
C -0.498 -0.068 4.455 -0.760
C 1.738 4.182 4.533 0.755
C -4.377 -1.639 0.830 -1.075
H 6.380 -2.204 1.251 0.422
H 0.724 6.328 1.059 0.413
H -0.998 5.993 1.266 0.167
C 6.308 -0.052 0.975 2.077
H 2.620 -0.244 7.885 0.453
H 2.581 4.996 1.366 0.492
H 2.856 -0.226 4.289 0.672
H 0.598 7.959 4.643 0.466
H -0.833 2.863 1.608 0.585
C -0.275 3.168 0.747 -0.347
C 1.829 -0.135 3.980 0.602
Ir -0.066 0.119 -0.032 1.297
C 2.534 -0.075 1.544 -0.365
Cl 5.572 3.144 4.644 -0.166
C 0.792 4.406 -0.687 0.042
H 2.964 8.180 1.901 0.465
Cl 0.430 4.220 5.653 -0.143
H -4.036 -1.613 1.860 0.315
Si -3.654 -0.154 -0.149 0.172
C 3.876 4.121 2.789 -1.166
C 0.815 -0.128 4.935 0.341
H 6.932 -0.968 -0.904 0.499
C 2.904 -0.232 -0.728 -0.713
H -5.546 -0.051 -1.808 0.346
H -0.662 1.066 6.873 0.304
C 4.036 3.685 4.095 0.172
S 0.052 9.955 0.720 -0.117
H -4.127 0.815 -2.406 0.321
H -3.849 1.446 1.804 0.324
C 3.901 0.002 1.768 1.137
C -0.251 8.993 2.136 0.594
C 2.965 3.718 4.975 -0.689
H 1.214 5.288 -1.122 0.550
C 4.818 -0.056 0.714 0.106
O -0.095 6.372 3.666 -0.497
H 2.348 9.806 -0.051 0.453
H 6.202 1.236 2.736 0.254
C -4.467 -0.078 -1.896 -1.099
H -3.819 2.332 0.278 0.304
H 4.712 4.101 2.111 0.548
H 6.122 -1.312 2.752 0.316
H 7.711 -1.328 1.999 0.469
H 4.896 -0.206 -1.443 0.639
C 4.272 -0.162 -0.566 -0.443
H 0.446 0.814 8.210 0.513
C -4.206 1.453 0.780 -1.145
C 0.204 5.244 2.872 -0.035
H 3.040 -1.114 6.422 0.420
H 0.840 -2.397 6.356 0.397
C 1.982 8.585 1.730 -0.667
H 1.883 6.978 3.896 0.320
C 1.527 -0.054 2.622 -0.428
C 6.644 -1.304 1.800 -1.665
C 0.734 3.125 -1.152 -1.179
H 8.189 -0.090 -0.054 0.426
H 6.426 2.103 1.211 0.333
C 1.557 4.650 3.226 0.633
H 2.474 -0.346 -1.717 0.464
H 3.033 0.660 6.436 0.335
N 2.042 -0.198 0.288 -0.889
O -2.086 -0.149 -0.262 0.296
H -5.287 1.500 0.791 0.432
C 0.881 7.396 3.748 -0.605
Cl -1.777 8.951 2.872 -0.165
C 0.419 -1.552 6.896 -1.730
N 0.068 2.361 -0.242 -0.435
H 3.095 3.418 6.004 0.557
H -1.338 -0.088 5.129 0.597
C 6.689 1.206 1.767 -1.540
H 6.951 0.809 -0.916 0.458
H -4.068 -2.579 0.388 0.356
H 1.120 2.724 -2.066 0.531
```

Properties
* total charge: +2
* 2S+1: 1
* F_max: 0.12812 Eh/bohr
* HOMO energy (spin up / spin down): -12.52 / -12.52 eV

Entry 2:
Entry from OMol25: a molecular structure, C37H46Cl69FGaO at a distorted geometry (wB97M-V/def2-TZVPD).

Geometry as XYZ:
```
155
Properties=species:S:1:pos:R:3:mulliken_charge:R:1
Cl 0.430 -11.020 2.618 -0.090
C -5.424 -6.215 -5.016 0.300
H -1.511 4.928 -1.632 -0.389
Cl 3.418 0.261 -5.585 -0.017
C -7.108 2.410 2.537 -0.104
Cl 5.975 0.232 0.322 -0.115
Cl 8.650 -4.483 -4.414 -0.115
Cl 8.027 -4.335 -7.256 -0.133
Cl 3.363 1.388 0.862 -0.094
H -0.837 3.604 2.553 -0.338
H -4.954 3.078 -1.021 -0.250
H -12.466 3.674 3.465 0.272
Cl -4.606 -6.584 2.086 -0.096
H -0.186 5.049 0.526 0.115
Cl 1.855 -7.086 1.704 -0.104
H -6.284 4.152 -1.810 0.267
C -12.141 3.256 2.514 -0.032
Cl -8.347 -0.925 -3.656 -0.151
C -6.313 2.666 1.216 0.089
Cl 4.213 -1.271 -7.927 -0.124
C -1.209 8.596 -2.815 0.178
Cl -6.893 -7.140 3.795 -0.131
Cl -2.624 8.563 -3.883 -0.157
H -4.361 5.565 -2.110 0.276
C -4.384 -0.565 4.066 -0.134
H 0.968 -12.143 4.612 0.337
Cl -5.844 -5.540 -6.597 -0.126
C -4.450 5.249 -0.997 -0.637
Cl 2.735 -10.616 4.346 -0.095
Cl -5.533 -7.981 -5.045 -0.133
Cl 9.527 -1.652 3.507 -0.049
H -2.138 4.210 4.411 0.218
Cl 2.010 0.621 -8.104 -0.134
C -5.475 -7.830 2.992 0.037
H 9.300 -3.304 5.165 0.377
C -8.101 4.897 2.298 -0.567
C 11.849 -4.854 -6.411 0.138
Cl 9.803 -1.590 -0.101 -0.022
Cl 3.593 -9.341 1.109 -0.130
H -2.837 2.002 -1.940 0.347
C 3.463 -7.785 1.940 0.003
Cl -2.644 13.779 -0.964 -0.131
Cl 6.232 -3.135 -5.309 -0.063
C 4.668 0.381 1.505 0.522
H -8.668 3.399 4.039 0.421
C -0.718 -0.519 -3.611 0.151
Cl 13.034 -4.795 -5.097 -0.126
H -7.398 6.118 0.428 0.339
Cl -0.079 12.431 -0.698 -0.124
Cl -2.028 11.478 -2.635 -0.078
H -3.136 -0.629 -0.606 0.216
H -1.286 -0.879 -2.755 0.040
H 0.218 2.599 4.586 -0.147
Cl 4.715 -6.670 1.373 -0.003
H -1.552 1.071 -1.017 -0.090
Cl 1.951 1.703 5.904 -0.154
Cl 11.940 3.358 2.778 -0.131
H -4.763 6.200 -0.423 0.255
C -0.721 4.723 2.753 0.372
C 2.856 -0.532 -7.063 0.120
C 10.371 4.169 2.918 0.012
H -1.367 5.882 4.569 0.281
H -2.799 5.576 3.370 0.287
Cl -13.123 3.976 1.226 -0.153
Cl 12.658 -5.089 -7.967 -0.131
Cl 3.354 -1.639 3.403 0.006
Cl 2.349 -13.171 3.010 -0.122
Cl -3.028 -1.306 3.194 -0.102
Cl -1.842 0.248 -4.738 -0.138
H -3.138 2.534 1.110 0.209
Ga -2.552 4.674 -0.409 0.003
Cl 11.133 0.445 1.497 -0.036
Cl 0.177 7.813 -3.593 -0.163
H -0.165 -4.603 -4.966 -0.350
Cl 0.473 0.649 -3.033 0.087
Cl 5.279 1.050 3.026 -0.065
H 7.921 -3.298 0.011 -0.170
C 0.745 1.645 4.608 0.337
Cl 9.059 2.983 2.955 -0.059
Cl -5.241 0.582 3.027 -0.038
H -7.183 -4.857 2.919 -0.291
C -7.295 5.126 0.980 -0.361
C -8.042 3.541 3.097 -0.899
C -0.406 -5.646 -5.159 0.755
C -2.573 1.602 -0.904 -0.293
H -4.808 -8.227 3.755 0.306
H -0.952 9.638 -2.623 0.059
H -3.779 0.468 0.717 -0.434
H 6.807 -5.401 -5.551 0.307
Cl -8.571 -3.242 1.922 -0.128
Cl 12.625 -1.867 0.551 -0.133
Cl -6.471 -5.547 -3.757 -0.107
C -2.414 2.722 0.242 0.004
Cl 2.451 -3.358 5.569 -0.139
H 11.321 -3.903 -6.440 0.228
H -7.031 1.390 3.087 0.431
H 3.862 2.807 -0.765 0.001
C -0.682 5.608 1.415 -0.451
C -1.839 5.160 3.821 -1.066
C 6.900 -3.582 -0.235 0.304
Cl -0.728 -6.438 -3.610 -0.118
H 11.583 -0.187 -0.722 0.366
Cl 10.141 5.310 1.586 -0.121
C -3.585 0.423 -0.410 0.447
Cl -7.189 1.737 -3.851 -0.124
H -0.135 6.616 1.589 0.276
C -7.308 -3.781 3.036 0.588
Cl 10.667 -6.137 -6.124 -0.110
Cl 7.222 -2.205 5.189 -0.104
H 4.550 -2.334 5.304 0.108
Cl 8.171 -4.223 3.318 -0.085
H -0.941 13.561 -2.570 0.296
C -6.864 0.001 -3.936 0.532
O -2.033 5.920 0.969 -0.564
Cl 0.082 -1.905 -4.373 -0.136
C 3.302 3.194 -1.616 0.099
C -5.537 4.067 -0.935 0.355
C 3.848 -2.817 4.628 0.004
C -1.366 12.901 -1.817 0.030
Cl 1.535 1.409 3.041 0.090
Cl -1.838 -5.703 -6.197 -0.108
C -6.387 4.011 0.411 0.155
Cl -10.426 3.648 2.288 0.019
Cl -5.768 -2.997 2.657 -0.003
Cl 0.978 -6.398 -5.965 -0.139
Cl -1.577 7.819 -1.272 0.044
Cl -5.951 -9.158 1.923 -0.124
H -1.350 2.591 0.681 0.032
Cl 5.826 -2.933 1.011 0.148
C 8.643 -2.901 4.396 -0.155
H 2.158 -1.319 -6.785 0.143
H -6.149 -0.253 -3.155 -0.112
C 1.543 -11.786 3.760 -0.023
H -5.666 1.790 0.846 0.040
Cl 6.498 -2.903 -1.818 -0.025
Cl 3.860 4.840 -1.951 -0.163
H 4.268 -0.614 1.703 -0.338
H -4.395 -5.939 -4.789 0.064
F -4.809 0.502 -1.186 -0.326
Cl -0.436 0.362 4.920 -0.059
H 10.356 4.726 3.852 0.306
Cl 4.660 -4.195 3.873 0.014
H -5.077 -1.352 4.353 0.186
Cl -12.378 1.502 2.568 -0.144
H 0.304 4.841 3.286 0.319
Cl 1.583 3.193 -1.196 0.019
C 11.321 -0.728 0.186 -0.190
Cl -6.153 -0.424 -5.502 -0.147
Cl -3.814 0.239 5.535 -0.151
H -8.791 5.736 2.683 0.333
H 3.610 -7.953 3.006 0.200
C 7.356 -4.464 -5.623 0.003
Cl -7.776 -3.453 4.713 -0.144
Cl 3.600 2.139 -3.006 0.004
Cl 6.808 -5.349 -0.273 -0.173
```

Properties
* total charge: -1
* 2S+1: 1
* F_max: 0.09222 Eh/bohr
* HOMO energy: -5.24 eV

Entry 3:
Entry from OMol25: a molecular structure, C37H46F3IIrOSbSi3 (wB97M-V/def2-TZVPD).

Geometry as XYZ:
```
93
Properties=species:S:1:pos:R:3:mulliken_charge:R:1
C -3.003 2.727 -2.327 -0.548
H -4.128 -0.685 0.732 0.272
H 2.083 -5.848 -2.723 0.429
C 0.382 0.396 4.973 -1.164
C 3.597 -2.461 -1.659 -0.244
Ir -0.936 -1.467 0.290 2.231
H 1.240 -4.233 4.218 0.387
H 4.032 -1.527 -1.327 0.445
H 0.059 -3.095 4.879 0.324
H -1.267 -4.074 1.961 0.205
C -2.341 2.658 -1.099 0.378
H 2.349 -2.842 0.644 -0.209
H 0.912 1.218 5.464 0.401
C -0.220 -0.942 2.314 0.719
C 0.247 -0.446 -3.353 1.333
H 0.929 1.528 0.382 -0.209
F -4.230 7.157 -1.889 -0.263
C -0.175 -0.962 -5.664 -0.628
C 2.410 -2.640 1.712 -0.637
C -2.059 3.847 -0.416 -0.022
C 3.884 -4.767 -2.281 -0.528
C 3.855 2.172 -2.041 -0.804
C 2.130 0.721 -1.190 0.509
C -1.527 0.294 -0.245 1.024
H 2.940 -3.485 2.162 0.510
H -0.894 0.656 -6.873 0.379
H -4.178 -2.431 0.405 0.272
H 5.495 -3.447 -1.762 0.431
H 2.157 3.670 0.479 0.437
H 0.530 -2.389 -4.234 0.295
H 3.415 0.246 -2.857 0.476
C 0.940 -3.181 4.244 -1.189
H -2.527 1.190 3.948 0.354
H -0.649 2.146 1.689 -0.778
O -2.621 -1.828 1.593 -0.956
C -3.077 5.118 -2.179 0.511
C 0.233 -1.361 -4.398 -0.604
C -0.064 2.204 2.606 -0.445
Si 0.702 -2.551 2.489 0.319
F -2.358 7.225 -2.961 -0.260
C -3.978 -1.676 1.160 -0.908
H -3.220 1.808 -2.856 0.546
H 0.742 2.928 2.462 0.572
C 2.219 -2.584 -1.819 0.363
Sb 0.896 -0.980 -1.410 -0.582
H 0.769 -0.539 5.382 0.257
H 2.872 1.517 3.309 0.425
H 2.982 -0.233 3.474 0.438
H -2.761 1.215 2.191 0.098
Si -1.954 -1.008 2.948 0.017
H -3.494 -2.014 4.574 0.372
H 4.038 4.079 -1.076 0.386
C -0.573 0.348 -5.886 -0.654
C 4.426 -3.549 -1.893 -0.805
C 3.502 3.139 -1.107 -0.799
H -2.202 5.983 -0.422 0.377
H -3.881 3.993 -3.817 0.467
H -1.948 -1.670 5.347 0.376
H -3.935 0.409 3.245 0.414
H -0.669 0.477 5.261 0.277
C 2.511 -4.898 -2.429 -0.847
H -0.118 1.597 -2.776 0.481
H -1.549 3.806 0.537 0.572
H 2.848 0.502 1.870 0.253
H 1.753 -2.628 4.722 0.321
C -2.425 5.066 -0.953 -1.433
I -2.167 -2.658 -1.824 -0.296
C -3.369 3.949 -2.865 -0.876
C 1.766 1.701 -0.278 0.396
H -0.585 -3.530 0.439 0.434
C 2.451 2.909 -0.233 -0.727
H -2.120 -3.092 4.311 0.352
H -0.716 2.593 3.392 0.574
H -0.858 2.291 -5.013 0.458
C -2.871 0.609 3.091 -0.852
C 1.678 -3.812 -2.194 -0.369
C -0.553 1.265 -4.845 -0.745
C -1.937 1.384 -0.582 -0.596
C -3.447 6.460 -2.737 0.858
H -0.186 -1.679 -6.475 0.413
H 0.604 -3.928 -2.296 0.267
C -2.410 -2.048 4.432 -1.265
H 0.284 -4.692 1.338 0.534
F -4.109 6.371 -3.902 -0.290
H 3.025 -1.755 1.856 0.226
H 4.659 2.360 -2.740 0.428
Si 0.639 0.523 3.105 0.312
H 4.532 -5.615 -2.461 0.390
C 3.163 0.972 -2.093 -0.525
H -4.639 -1.822 2.016 0.325
C 2.508 0.569 2.902 -1.282
C -0.138 0.871 -3.581 -0.840
C -0.324 -3.795 1.492 -1.438
```

Properties
* total charge: 0
* 2S+1: 1
* F_max: 0.00479 Eh/bohr
* HOMO energy: -8.12 eV

Entry 4:
Entry from OMol25: a molecular structure, C37H47CrN9 (wB97M-V/def2-TZVPD).

Geometry as XYZ:
```
94
Properties=species:S:1:pos:R:3:lowdin_spin:R:1
N 2.024 0.139 -0.123 -0.011
N -0.607 -3.765 -1.290 0.006
H -6.237 -0.847 0.483 0.000
N 0.017 1.556 -1.488 -0.012
C 2.857 -0.581 0.699 0.010
H -3.157 2.421 -2.282 0.000
C -2.395 1.855 -1.766 -0.005
H 3.180 2.392 -2.362 0.000
N -1.480 -4.788 -1.453 0.003
H -2.450 -2.773 4.249 0.000
C -2.808 0.862 -0.901 0.010
C 5.727 -0.173 2.403 0.001
H -2.384 -4.573 -1.063 0.000
C 2.441 -1.412 1.721 -0.010
H -2.484 4.440 -2.920 0.000
H 2.702 6.071 -3.196 0.000
N 0.695 -3.944 -1.341 0.000
H 5.779 -0.513 -2.635 0.000
H 2.178 -2.436 -1.230 0.000
C 4.232 0.593 -0.635 0.010
H 2.454 -3.721 3.485 0.000
C -2.024 3.711 -4.904 0.000
N -1.971 0.118 -0.112 -0.012
H 2.842 -1.519 4.665 0.000
H -6.460 -0.770 2.964 0.000
H -6.113 2.248 0.448 0.000
C -1.599 4.254 -3.532 0.001
N -1.004 -2.544 -1.157 0.006
H 4.865 -0.188 3.070 0.000
C 0.686 3.291 -2.867 0.009
H -1.150 3.538 -5.532 0.000
H -5.025 3.207 -0.556 0.000
C -5.613 -0.297 2.468 0.001
H 1.062 4.666 -4.434 0.000
C -0.637 -2.544 3.150 0.007
C 1.106 2.195 -2.038 0.008
C -2.795 -0.615 0.705 0.013
H -4.741 -0.375 3.118 0.000
C 5.417 -0.902 1.089 0.001
H -1.046 -5.276 3.169 0.000
C -5.823 2.464 -0.580 0.001
H -5.186 -2.029 1.249 0.000
H 6.472 1.004 -3.229 0.000
C -1.936 -4.676 3.366 0.000
C -4.187 0.554 -0.617 0.011
H 2.960 -2.898 5.768 0.000
H 2.589 4.993 -1.793 0.000
H -5.840 0.762 2.343 0.000
C 1.130 -1.643 2.092 0.008
C 0.727 -2.528 3.155 0.009
N 0.117 -1.847 -1.107 -0.012
H 3.213 -1.918 2.285 -0.001
C -1.081 2.218 -1.986 0.011
H 5.236 2.272 -1.465 0.000
C 1.660 -3.253 4.072 0.001
H 5.984 0.869 2.210 0.000
H -1.094 5.212 -3.663 0.000
C 2.282 -2.331 5.130 0.001
C -5.362 1.185 -1.292 0.001
H 5.239 -1.960 1.292 0.000
H 2.463 3.716 -3.962 0.000
H 1.117 -4.054 4.575 0.000
H -2.680 4.417 -5.413 0.000
C -2.370 -1.447 1.720 -0.012
C 5.396 1.197 -1.353 0.001
H -6.682 2.896 -1.093 0.000
H 6.286 -0.846 0.433 0.000
C -1.054 -1.665 2.087 0.010
C 2.421 1.842 -1.822 -0.004
H 4.734 0.702 -3.369 0.000
H -2.551 2.761 -4.799 0.000
C 1.138 -2.709 -1.220 0.008
C -5.350 -0.958 1.107 0.001
C 5.608 0.560 -2.734 0.001
H 6.299 1.071 -0.756 0.000
H 1.190 5.947 -2.286 0.000
C 4.236 -0.316 0.382 0.008
H -5.107 1.415 -2.327 0.000
C 2.049 5.386 -2.655 0.001
H 1.508 -1.889 5.758 0.000
H -6.188 0.473 -1.317 0.000
H -2.600 -5.251 4.012 0.000
H 6.568 -0.642 2.913 0.000
C -4.179 -0.358 0.397 0.009
H -1.076 -5.668 -1.173 0.000
C 2.850 0.881 -0.925 0.008
C -0.678 3.312 -2.827 0.007
H -1.051 -3.544 4.973 0.000
N 0.032 -1.114 1.465 -0.019
Cr 0.026 -0.014 -0.245 2.913
H -2.448 -4.500 2.418 0.000
C -1.549 -3.345 4.024 0.001
C 1.590 4.247 -3.577 0.001
H -3.134 -1.955 2.293 -0.001
```

Properties
* total charge: +1
* 2S+1: 4
* F_max: 0.01418 Eh/bohr
* HOMO energy (spin up / spin down): -9.46 / -9.34 eV

Q: Among the records above, which one has the lowest F_max?
A: C37H46F3IIrOSbSi3

Q: Which value of 2S+1 does entry 2 give?
A: 1

Q: Which of these has the lowest F_max?
A: C37H46F3IIrOSbSi3